No. 1
This record from the OMol25 dataset describes a molecular structure, C19H26ClF9InO7. The level of theory is ωB97M-V/def2-TZVPD.

Computed properties:
Gap between HOMO and LUMO, Ha: 0.2815
Net charge: -1
Multiplicity: 1
LUMO, eV: 2.2694
Energy, eV: -76602.1258
HOMO, eV: -5.390

```
63
C19H26ClF9InO7 ωB97M-V/def2-TZVPD
C 0.2324 -5.7784 -1.4980
C -0.2113 -4.4258 -1.5781
In -1.1037 -2.3013 -1.4222
C -3.2509 -2.5565 -0.7478
C -4.0134 -1.1439 -0.3477
O -4.3952 -0.3345 -1.5432
C -5.3685 0.6603 -1.0091
C -4.8929 2.0531 -0.2278
O -6.7142 0.4775 -1.1094
C -0.9039 -1.4182 -3.5382
O -0.2045 -0.1287 -3.4414
C -1.0396 1.0016 -3.8737
F -2.4302 0.9901 -3.3651
F -1.0233 1.0860 -5.3702
F -0.3983 2.2352 -3.2821
C 0.1568 -1.2238 0.1278
C 0.1860 0.4110 -0.0203
C -0.4995 1.0736 1.3368
Cl 1.9991 0.9182 0.0167
H 0.3252 -6.9201 -1.1670
H -3.2167 -3.2218 0.2423
H -3.8081 -3.1713 -1.5805
H -3.4432 -0.5128 0.4640
H -5.0458 -1.4575 0.1524
H -5.6946 2.4051 0.5737
H -3.8713 1.8796 0.3530
H -4.7280 2.9008 -1.0469
H -0.1816 -2.1387 -4.1578
H -1.9139 -1.3970 -4.1283
H 1.2546 -1.6864 0.1012
H -0.2809 -1.5002 1.1916
H -0.3719 0.7522 -0.9908
H -0.3224 2.2439 1.4042
H -1.6595 0.8312 1.4000
H 0.0320 0.5962 2.2806
C 3.9773 3.3567 -4.4385
C 3.8740 3.0021 -2.9662
O 5.1520 3.1165 -2.3220
C 5.5573 4.3899 -2.0110
O 4.8992 5.3962 -2.2523
C 6.9087 4.3636 -1.2978
F 7.8216 3.5678 -1.9261
F 6.8084 3.8911 -0.0222
F 7.4844 5.5954 -1.2024
H 4.7417 2.7452 -4.9278
H 3.0197 3.2011 -4.9424
H 4.2721 4.4015 -4.5755
H 3.5587 1.9579 -2.8644
H 3.1256 3.6157 -2.4507
C 0.5595 -2.6027 7.1603
C 0.8875 -3.0710 5.7542
O -0.2905 -3.0893 4.9337
C -0.7102 -1.8733 4.4562
O -0.1434 -0.8119 4.6930
C -1.9442 -2.0418 3.5704
F -2.8963 -2.8375 4.1375
F -1.6411 -2.6112 2.3686
F -2.5607 -0.8600 3.2860
H -0.2352 -3.2175 7.5940
H 1.4428 -2.6568 7.8024
H 0.1971 -1.5703 7.1606
H 1.2653 -4.0986 5.7915
H 1.6701 -2.4573 5.2923
```

No. 2
This record from the OMol25 dataset describes a molecular structure, C19H26CuN4P. The level of theory is ωB97M-V/def2-TZVPD.

Computed properties:
Gap between HOMO and LUMO, Ha: 0.1783
Net charge: -2
Multiplicity: 1
LUMO, eV: 5.4366
Energy, eV: -80011.0567
HOMO, eV: 0.585

```
51
C19H26CuN4P ωB97M-V/def2-TZVPD
Cu 1.2179 -0.4727 1.5259
C 1.7674 -2.9678 2.1884
C 0.5709 -3.6708 2.2681
C -0.3020 -2.9685 3.1424
C 0.3609 -1.8355 3.6010
C 1.6590 -1.7894 2.9962
H 2.6275 -3.2337 1.5881
H 0.3164 -4.5523 1.6935
H -1.3327 -3.2266 3.3486
H -0.0434 -1.0892 4.2722
H 2.5043 -1.2490 3.4157
C 3.2104 0.7828 -1.3634
C 2.7070 2.0167 -0.6741
C 3.4056 3.2107 -0.7807
C 2.9730 4.3691 -0.1375
C 1.8041 4.2987 0.6132
C 1.0821 3.1182 0.7406
C -0.1626 3.0881 1.5804
C 1.5167 1.9096 0.1145
N 0.8100 0.7547 0.1786
H 4.1190 1.0060 -1.9326
H 2.4583 0.3633 -2.0348
H 3.4178 -0.0097 -0.6355
H 4.3098 3.2328 -1.3867
H 3.5239 5.2994 -0.2295
H 1.4420 5.1886 1.1262
H -0.1839 3.9423 2.2661
H -0.2131 2.1527 2.1435
H -1.0718 3.1160 0.9723
C -3.6911 -0.8401 -1.2869
N -2.8124 -0.9205 -0.1306
C -1.9879 -2.1196 -0.2576
N -1.2548 -2.2106 -1.5191
C -2.1980 -2.0756 -2.6168
N -3.0191 -0.8693 -2.5821
C -2.1076 0.3051 -2.6513
P -0.6645 0.5765 -1.2761
C -1.9718 0.2789 0.0389
C -0.1696 -1.2124 -1.5604
H -4.2758 0.0827 -1.2185
H -4.3811 -1.6940 -1.2402
H -2.6527 -2.9914 -0.1939
H -1.2789 -2.1620 0.5726
H -2.8657 -2.9479 -2.5915
H -1.6408 -2.0899 -3.5589
H -2.7198 1.2177 -2.6163
H -1.5997 0.2916 -3.6261
H -2.6332 1.1531 0.0743
H -1.4625 0.2128 1.0002
H 0.5776 -1.4930 -0.8175
H 0.3147 -1.2764 -2.5434
```

No. 3
This record from the OMol25 dataset describes a molecular structure, C19H26MoO5Te. The level of theory is ωB97M-V/def2-TZVPD.

Computed properties:
Gap between HOMO and LUMO (spin up / spin down), Ha: 0.2639 / 0.2670
Net charge: +2
Multiplicity: 1
LUMO (spin up / spin down), eV: -8.5486 / -8.5077
Energy, eV: -39496.5826
HOMO (spin up / spin down), eV: -15.730 / -15.772

```
52
C19H26MoO5Te ωB97M-V/def2-TZVPD
Mo -0.8663 0.3668 -0.2417
O -0.3593 -0.1518 3.2465
C 0.4403 -0.1114 2.3800
O 0.1400 -0.6174 1.0899
C 1.8490 0.4247 2.4458
C 2.9116 -0.6296 2.0554
C 4.2803 -0.1643 2.5520
C 4.6111 0.9508 1.5277
C 3.3763 0.9153 0.6307
O 2.9972 -0.4775 0.6264
C 2.1839 1.5419 1.3630
C 0.9935 1.6983 0.4995
O 0.9455 1.3242 -0.7381
O -0.1533 1.9387 1.0152
H 1.9812 0.7871 3.4620
H 2.6465 -1.6536 2.3070
H 4.9987 -0.9784 2.5023
H 4.2426 0.1860 3.5821
H 5.4964 0.7026 0.9480
H 4.7690 1.9291 1.9801
H 3.5165 1.2633 -0.3881
H 2.3924 2.5015 1.8393
C -3.3151 -2.1388 -0.3141
C -2.9272 -0.7166 -0.5884
C -3.1160 0.2977 0.3995
C -2.8825 1.6474 0.1138
C -3.1374 2.7101 1.1276
C -2.2937 1.9767 -1.1399
C -2.1179 1.0097 -2.1593
C -1.6271 1.3882 -3.5233
C -2.4318 -0.3287 -1.8493
H -4.3766 -2.2418 -0.5510
H -3.1719 -2.4044 0.7314
H -2.7608 -2.8354 -0.9402
H -3.4970 0.0246 1.3756
H -4.0748 3.2051 0.8575
H -2.3464 3.4574 1.1154
H -3.2370 2.2990 2.1290
H -2.0377 3.0099 -1.3369
H -2.4991 1.5906 -4.1493
H -1.0621 0.5819 -3.9871
H -1.0111 2.2846 -3.4948
H -2.3247 -1.0759 -2.6230
C 0.8061 -3.1901 -0.3561
Te 0.8423 -1.4945 -1.6005
C -0.1941 -2.4731 -3.1606
H -0.1078 -3.7466 -0.5439
H 0.8659 -2.8570 0.6735
H 1.6805 -3.7801 -0.6217
H 0.4618 -3.2643 -3.5182
H -0.3856 -1.7780 -3.9739
H -1.1146 -2.9038 -2.7771
```

Computed energy relative to the best compared isomer or geometry (same formula, charge and spin), in the same sequence as the records: 7.590 0.225 0.000 eV.